Record 1
{"formula": "C4H10N2O", "method": "ωB97M-V/def2-TZVPD", "relative_energy_kcal_mol": 187.9, "energy_ha": -342.9020, "gap_ev": [7.950, 7.952], "elements": ["C", "C", "N", "C", "N", "C", "O", "H", "H", "H", "H", "H", "H", "H", "H", "H", "H"], "positions_angstrom": [[-0.09, 1.20, 0.72], [-1.51, 1.61, 0.53], [-0.29, -0.84, 0.17], [0.96, -0.56, -0.03], [-1.14, -0.95, -0.87], [2.23, -0.26, 0.09], [1.09, -2.59, -0.40], [0.75, -2.83, -1.28], [-1.95, -1.50, -0.62], [-0.73, -1.01, -1.80], [0.22, 1.04, 1.75], [0.61, 1.80, 0.15], [2.94, -1.04, -0.12], [2.56, 0.75, 0.27], [-1.63, 2.66, 0.82], [-2.20, 1.01, 1.13], [-1.82, 1.52, -0.52]]}

***

Record 2
{"formula": "C26H36BrN5O2PPt", "method": "ωB97M-V/def2-TZVPD", "relative_energy_kcal_mol": 10.5, "energy_ha": -4471.1239, "gap_ev": 7.806, "charge": 1, "elements": ["Pt", "O", "C", "C", "C", "C", "C", "C", "C", "O", "N", "N", "C", "C", "Br", "C", "C", "C", "C", "C", "C", "C", "H", "H", "H", "H", "H", "H", "H", "H", "H", "H", "H", "H", "H", "H", "C", "P", "C", "C", "H", "H", "H", "H", "H", "H", "H", "H", "H", "C", "C", "N", "C", "N", "C", "C", "C", "N", "C", "H", "H", "H", "H", "H", "H", "H", "H", "H", "H", "H", "H", "H"], "positions_angstrom": [[-0.83, -0.06, -1.74], [-4.39, -0.45, -1.71], [-4.37, 0.70, -0.99], [-5.14, 0.75, 0.17], [-5.16, 1.90, 0.93], [-4.42, 3.02, 0.54], [-3.66, 2.95, -0.61], [-3.61, 1.80, -1.39], [-2.77, 1.72, -2.67], [-2.40, 0.41, -2.97], [-1.57, 2.56, -2.59], [-0.57, 2.03, -1.85], [0.41, 2.73, -1.44], [1.66, 2.11, -0.99], [2.34, 0.81, -2.21], [2.29, 2.47, 0.14], [3.51, 1.92, 0.75], [4.66, 1.59, 0.04], [5.77, 1.08, 0.69], [5.75, 0.90, 2.07], [4.61, 1.24, 2.79], [3.51, 1.75, 2.14], [-3.70, -0.35, -2.40], [-5.71, -0.12, 0.44], [-5.77, 1.94, 1.83], [-4.45, 3.93, 1.12], [-3.11, 3.83, -0.91], [-3.33, 2.12, -3.52], [-1.68, 3.56, -2.51], [0.36, 3.82, -1.51], [1.77, 3.22, 0.72], [4.70, 1.76, -1.03], [6.66, 0.84, 0.13], [6.62, 0.51, 2.58], [4.60, 1.12, 3.87], [2.63, 2.04, 2.71], [-2.80, -2.90, -1.91], [-1.13, -2.25, -2.17], [-0.85, -2.48, -3.95], [-0.08, -3.49, -1.37], [-2.81, -3.97, -2.11], [-3.50, -2.42, -2.59], [-3.13, -2.71, -0.89], [-1.06, -3.52, -4.23], [0.19, -2.25, -4.20], [-1.50, -1.81, -4.50], [-0.36, -4.48, -1.74], [-0.20, -3.45, -0.29], [0.97, -3.31, -1.61], [2.63, -2.74, 2.00], [2.96, -2.11, 0.67], [1.74, -1.54, 0.12], [0.83, -0.87, 0.87], [-0.06, -0.13, 0.24], [-0.99, 0.67, 1.05], [-1.35, -0.04, 2.34], [-0.07, -0.33, 3.09], [0.88, -1.02, 2.21], [2.00, -1.67, 2.88], [3.52, -3.13, 2.48], [1.93, -3.56, 1.86], [3.34, -2.84, -0.04], [3.73, -1.33, 0.79], [1.76, -1.24, -0.84], [-1.89, 0.88, 0.47], [-0.52, 1.64, 1.28], [-1.88, -0.97, 2.11], [-2.01, 0.58, 2.95], [-0.24, -0.97, 3.95], [0.38, 0.60, 3.46], [1.61, -2.11, 3.80], [2.75, -0.93, 3.17]]}

***

Record 3
{"formula": "C4H15N2O", "method": "ωB97M-V/def2-TZVPD", "relative_energy_kcal_mol": 22.0, "energy_ha": -345.9107, "gap_ev": 10.802, "charge": 1, "elements": ["C", "N", "C", "N", "C", "C", "H", "H", "H", "H", "H", "H", "H", "H", "H", "H", "H", "H", "H", "H", "H", "O"], "positions_angstrom": [[2.06, -0.31, 0.59], [2.43, -1.26, -0.45], [0.58, -0.38, 0.91], [-0.28, -0.41, -0.30], [-0.74, 1.00, -0.76], [-1.64, 0.96, -1.97], [2.61, -0.53, 1.51], [2.34, 0.68, 0.27], [2.66, -2.17, -0.09], [2.86, -0.87, -1.27], [0.40, -1.34, 1.36], [0.32, 0.49, 1.50], [0.37, -0.80, -1.00], [-1.12, -0.96, -0.22], [0.19, 1.54, -0.85], [-1.33, 1.25, 0.12], [-1.08, 1.12, -2.89], [-2.23, 0.06, -2.13], [-2.37, 1.75, -1.79], [-1.32, -0.12, 2.82], [-2.77, 0.25, 2.53], [-1.94, 0.04, 2.09]]}

***

Record 4
{"formula": "C6H15N2O2P", "method": "ωB97M-V/def2-TZVPD", "relative_energy_kcal_mol": 32.0, "energy_ha": -838.9220, "gap_ev": 9.629, "elements": ["C", "C", "N", "C", "C", "H", "H", "H", "H", "H", "H", "H", "H", "H", "O", "P", "N", "C", "C", "O", "H", "H", "H", "H", "H", "H"], "positions_angstrom": [[2.41, 1.79, -0.69], [2.96, 0.66, 0.05], [2.51, -0.46, -0.13], [2.68, -1.64, 0.57], [1.26, -2.22, 0.65], [1.68, 1.42, -1.37], [1.99, 2.56, -0.10], [3.22, 2.41, -1.20], [3.74, 0.90, 0.98], [3.03, -1.46, 1.64], [3.39, -2.30, 0.12], [1.10, -2.95, 1.52], [0.64, -1.38, 0.79], [0.92, -2.54, -0.33], [-2.92, 2.55, -0.33], [-1.59, 1.68, -0.50], [-2.17, 0.28, -1.36], [-2.88, -0.68, -0.50], [-2.78, -0.03, 0.90], [-1.72, 0.90, 0.98], [-3.26, 3.24, -1.04], [-1.49, -0.25, -1.94], [-2.50, -1.70, -0.67], [-4.00, -0.53, -0.74], [-3.80, 0.45, 1.05], [-2.42, -0.71, 1.67]]}